No. 1
This record from the OMol25 dataset describes C42H39F3N2O2S3 in the gas phase in a non-equilibrium geometry. The level of theory is ωB97M-V/def2-TZVPD.

The HOMO energy is -7.85 eV. As for the HOMO-LUMO gap: 7.58 eV. Its spin multiplicity is 1. The calculation puts the LUMO energy at -0.27 eV.

Last column: Löwdin charge in e.
Positions of all 91 atoms, in Å:
C (2.808, -5.682, 3.644)  -0.06
C (2.265, -4.561, 2.714)  -0.25
O (3.134, -4.457, 1.582)  -0.17
C (2.476, -4.658, 0.347)  -0.16
C (1.985, -3.359, -0.287)  -0.13
C (2.287, -2.181, 0.365)  0.03
C (1.897, -0.958, -0.133)  -0.15
C (2.279, 0.276, 0.667)  -0.13
C (1.057, 0.866, 1.431)  -0.22
C (1.012, 0.195, 2.840)  -0.46
S (0.099, 1.322, 3.971)  0.89
C (-1.584, 0.716, 3.915)  -1.01
S (-1.842, -0.870, 4.202)  0.71
N (-2.708, 1.541, 3.635)  -0.10
C (-2.592, 2.901, 4.124)  -0.25
C (-1.727, 3.873, 3.673)  -0.09
C (-1.669, 5.136, 4.229)  -0.08
C (-2.507, 5.459, 5.272)  -0.09
C (-3.375, 4.487, 5.730)  -0.09
C (-3.434, 3.237, 5.177)  -0.01
C (-3.191, 1.408, 2.276)  -0.23
C (-2.760, 2.138, 1.183)  -0.01
C (-3.305, 1.892, -0.059)  -0.09
C (-4.252, 0.920, -0.280)  -0.08
C (-4.664, 0.168, 0.808)  -0.07
C (-4.146, 0.433, 2.053)  -0.04
C (1.206, -0.871, -1.335)  -0.18
C (0.935, -2.059, -1.993)  -0.35
C (1.291, -3.294, -1.486)  -0.20
C (0.937, -4.589, -2.218)  -0.12
C (-0.098, -5.370, -1.338)  -0.10
C (-1.513, -5.141, -1.800)  -0.21
F (-1.864, -5.215, -3.102)  0.08
C (-2.484, -4.886, -0.929)  -0.31
F (-2.370, -5.079, 0.377)  0.14
F (-3.683, -4.448, -1.273)  0.15
S (0.088, -2.004, -3.566)  1.09
C (-0.770, -0.447, -3.452)  -0.43
C (-1.905, -0.295, -4.223)  -0.10
C (-2.578, 0.903, -4.203)  -0.08
C (-2.079, 1.910, -3.397)  -0.11
C (-0.975, 1.740, -2.604)  -0.03
C (-0.289, 0.534, -2.619)  -0.23
N (0.875, 0.448, -1.793)  0.01
C (2.035, 1.174, -2.342)  -0.15
O (1.833, 1.610, -3.687)  -0.02
C (2.559, 2.761, -3.917)  -0.29
C (1.935, 3.895, -4.380)  -0.01
C (2.657, 5.048, -4.598)  -0.09
C (4.006, 5.114, -4.344)  -0.10
C (4.642, 3.982, -3.859)  -0.08
C (3.919, 2.832, -3.668)  -0.03
H (2.838, -5.313, 4.672)  0.07
H (2.171, -6.567, 3.546)  0.07
H (3.813, -5.964, 3.317)  0.08
H (1.223, -4.762, 2.436)  0.12
H (2.297, -3.606, 3.256)  0.11
H (1.700, -5.423, 0.462)  0.11
H (3.230, -5.093, -0.330)  0.14
H (2.829, -2.194, 1.306)  0.12
H (2.699, 1.078, 0.050)  0.09
H (3.077, -0.018, 1.360)  0.11
H (1.294, 1.917, 1.634)  0.09
H (0.113, 0.750, 0.892)  0.11
H (2.039, 0.142, 3.212)  0.07
H (0.535, -0.787, 2.807)  0.04
H (-1.021, 3.661, 2.877)  0.08
H (-0.943, 5.837, 3.824)  0.11
H (-2.436, 6.445, 5.721)  0.11
H (-4.009, 4.752, 6.575)  0.11
H (-4.113, 2.489, 5.579)  0.12
H (-1.995, 2.898, 1.288)  0.10
H (-2.980, 2.485, -0.909)  0.08
H (-4.638, 0.775, -1.285)  0.11
H (-5.391, -0.627, 0.663)  0.11
H (-4.482, -0.164, 2.897)  0.10
H (1.849, -5.168, -2.391)  0.12
H (0.435, -4.397, -3.169)  0.06
H (0.121, -6.444, -1.436)  0.13
H (-0.063, -5.068, -0.295)  0.10
H (-2.229, -1.137, -4.830)  0.11
H (-3.471, 1.086, -4.794)  0.11
H (-2.590, 2.872, -3.400)  0.11
H (-0.644, 2.579, -1.997)  0.13
H (2.180, 2.078, -1.726)  0.13
H (2.952, 0.585, -2.203)  0.14
H (0.865, 3.916, -4.574)  0.12
H (2.182, 5.955, -4.967)  0.11
H (4.605, 6.007, -4.496)  0.10
H (5.702, 3.992, -3.620)  0.11
H (4.401, 1.934, -3.284)  0.12


No. 2
This record from the OMol25 dataset describes a molecular structure, C6H7InLiO6 in a non-equilibrium geometry. The level of theory is ωB97M-V/def2-TZVPD.

The HOMO energy (alpha / beta) is -15.92 / -15.92 eV. The charge is +2. As for the HOMO-LUMO gap (alpha / beta): 6.78 / 3.34 eV. Its relative energy (zero: lowest compared OMol25 entry of this formula, charge and spin) is 0.000 eV. Its expectation value of S² is 0.75. Its spin multiplicity is 2. The calculation puts the LUMO energy (alpha / beta) at -9.14 / -12.58 eV.

Last column: Löwdin spin population.
Positions of all 21 atoms, in Å:
O (3.840, -0.634, -0.649)  0.15
C (2.673, -0.354, -0.337)  0.03
O (2.402, 0.619, 0.429)  0.14
O (1.692, -1.151, -0.799)  0.01
C (0.572, -1.313, -0.029)  0.00
C (0.527, -2.065, 1.087)  0.00
In (4.428, 0.923, 0.506)  0.65
H (-0.316, -2.169, 1.771)  0.00
H (1.484, -2.408, 1.488)  0.00
Li (0.794, 0.934, 1.318)  0.01
C (-0.892, -1.455, -0.647)  0.00
C (-1.774, -0.343, -0.109)  0.00
O (-3.033, -0.429, -0.776)  0.00
C (-3.825, 0.628, -0.690)  0.00
O (-3.750, 1.504, 0.137)  0.00
O (-4.684, 0.592, -1.700)  0.00
H (-1.399, -2.425, -0.543)  0.00
H (-0.740, -1.338, -1.731)  0.00
H (-1.337, 0.651, -0.274)  0.00
H (-1.925, -0.443, 0.974)  0.00
H (-5.360, 1.269, -1.573)  0.00


No. 3
This record from the OMol25 dataset describes a molecular structure, C38H39AsCsF5N4O7S2 in a non-equilibrium geometry. The level of theory is ωB97M-V/def2-TZVPD.

The HOMO energy is -3.30 eV. The charge is -2. As for the HOMO-LUMO gap: 6.84 eV. Its relative energy (zero: lowest compared OMol25 entry of this formula, charge and spin) is 0.229 eV. Its spin multiplicity is 1. The calculation puts the LUMO energy at 3.54 eV.

Last column: Löwdin charge in e.
Positions of all 97 atoms, in Å:
Cs (0.756, -1.496, -1.498)  1.19
O (-0.214, -2.578, 2.464)  -0.13
C (-0.650, -3.613, 1.598)  -0.24
C (0.515, -4.477, 1.156)  -0.18
N (1.415, -3.842, 0.194)  -0.24
C (1.505, -4.598, -1.051)  -0.17
C (0.195, -4.677, -1.903)  -0.75
O (-0.751, -3.922, -1.590)  -0.17
O (0.258, -5.479, -2.864)  -0.10
C (2.748, -3.548, 0.742)  -0.12
C (3.534, -2.478, -0.075)  -0.74
O (4.529, -2.855, -0.713)  -0.04
O (3.050, -1.306, -0.035)  -0.32
H (-0.948, -1.936, 2.486)  0.03
H (-1.376, -4.255, 2.121)  0.11
H (-1.140, -3.203, 0.712)  0.10
H (1.080, -4.800, 2.042)  0.12
H (0.085, -5.378, 0.707)  0.12
H (2.265, -4.128, -1.687)  0.09
H (1.851, -5.631, -0.881)  0.13
H (2.613, -3.156, 1.752)  0.10
H (3.365, -4.460, 0.787)  0.12
C (3.562, 4.282, 0.279)  -0.11
C (3.024, 4.306, 1.561)  -0.10
C (2.370, 3.190, 2.062)  -0.12
C (2.230, 2.039, 1.288)  -0.39
C (2.795, 2.017, 0.016)  -0.11
C (3.455, 3.132, -0.488)  -0.09
As (1.329, 0.385, 1.868)  1.37
C (2.712, -0.230, 3.115)  -0.35
C (2.486, -1.407, 3.830)  -0.13
C (3.450, -1.900, 4.699)  -0.09
C (4.661, -1.239, 4.852)  -0.11
C (4.905, -0.087, 4.119)  -0.10
C (3.939, 0.411, 3.255)  -0.09
C (0.094, 1.215, 3.171)  -0.37
C (-0.170, 0.703, 4.435)  -0.09
C (-1.150, 1.268, 5.245)  -0.09
C (-1.881, 2.360, 4.805)  -0.11
C (-1.628, 2.884, 3.541)  -0.10
C (-0.658, 2.309, 2.736)  -0.14
H (4.066, 5.156, -0.115)  0.09
H (3.115, 5.197, 2.171)  0.09
H (1.957, 3.216, 3.064)  0.10
H (2.759, 1.099, -0.562)  0.07
H (3.889, 3.097, -1.480)  0.10
H (1.571, -1.965, 3.668)  0.08
H (3.260, -2.820, 5.240)  0.10
H (5.418, -1.632, 5.521)  0.09
H (5.856, 0.425, 4.209)  0.09
H (4.152, 1.304, 2.681)  0.09
H (0.390, -0.147, 4.803)  0.09
H (-1.341, 0.847, 6.224)  0.09
H (-2.642, 2.801, 5.438)  0.09
H (-2.190, 3.736, 3.176)  0.10
H (-0.477, 2.729, 1.751)  0.10
O (1.312, -2.654, -4.041)  -0.69
S (1.038, -3.732, -5.041)  0.95
C (1.882, -3.140, -6.564)  -0.33
C (3.354, -3.481, -6.398)  -0.25
C (3.349, -4.931, -5.925)  -0.24
C (2.332, -5.008, -4.792)  -0.30
H (1.656, -2.078, -6.644)  0.08
H (1.442, -3.670, -7.414)  0.08
H (3.791, -2.838, -5.630)  0.12
H (3.917, -3.342, -7.323)  0.10
H (4.332, -5.263, -5.585)  0.11
H (3.049, -5.580, -6.754)  0.10
H (2.763, -4.711, -3.835)  0.09
H (1.841, -5.966, -4.647)  0.08
F (-8.921, 5.760, -3.480)  0.09
C (-7.620, 5.589, -3.177)  -0.16
C (-7.180, 5.692, -1.872)  -0.16
F (-8.066, 5.968, -0.896)  0.09
C (-5.843, 5.520, -1.574)  -0.26
F (-5.494, 5.663, -0.284)  0.05
C (-4.863, 5.237, -2.538)  -0.62
S (-3.188, 5.072, -2.149)  0.54
C (-5.359, 5.149, -3.849)  -0.26
F (-4.525, 4.890, -4.864)  0.06
C (-6.693, 5.316, -4.166)  -0.16
F (-7.108, 5.220, -5.442)  0.09
C (-4.569, 2.923, 0.510)  -0.04
N (-3.674, 1.835, 0.821)  -0.09
C (-3.961, 0.824, 1.803)  -0.05
C (-2.756, -0.106, 1.628)  -0.47
O (-2.550, -1.059, 2.363)  0.03
N (-1.996, 0.323, 0.584)  0.17
C (-2.568, 1.451, 0.151)  -0.43
N (-2.091, 2.170, -0.856)  0.21
H (-5.451, 2.572, -0.036)  0.10
H (-4.071, 3.679, -0.097)  0.01
H (-4.899, 3.393, 1.437)  0.09
H (-4.893, 0.289, 1.592)  0.13
H (-3.993, 1.226, 2.818)  0.12
H (-1.221, 1.894, -1.276)  0.11
H (-2.499, 3.039, -1.200)  -0.03


No. 4
This record from the OMol25 dataset describes 9 unconnected molecules or ions with the total composition C17H52O9 in a non-equilibrium geometry. The level of theory is ωB97M-V/def2-TZVPD.

The HOMO energy is -9.71 eV. Its structure (SMILES) is CC(C)O.CC(C)O.CC(C)O.CC(C)O.CO.CO.CO.CO.CO. As for the HOMO-LUMO gap: 10.18 eV. Its relative energy (zero: lowest compared OMol25 entry of this formula, charge and spin) is 2.707 eV. Its spin multiplicity is 1. The calculation puts the LUMO energy at 0.47 eV.

Last column: Löwdin charge in e.
Positions of all 78 atoms, in Å:
C (6.854, -9.706, -26.638)  -0.05
C (5.494, -9.570, -27.264)  -0.51
C (5.027, -10.839, -27.986)  -0.05
O (4.527, -9.210, -26.304)  -0.06
H (6.924, -10.487, -25.880)  0.09
H (7.127, -8.776, -26.136)  0.06
H (7.618, -9.926, -27.384)  0.09
H (5.512, -8.759, -27.998)  0.13
H (5.419, -11.736, -27.504)  0.08
H (5.412, -10.870, -29.007)  0.08
H (3.940, -10.879, -28.050)  0.07
H (3.725, -8.908, -26.736)  0.09
C (6.295, -6.683, -22.129)  -0.05
C (6.832, -7.670, -23.147)  -0.41
C (8.320, -7.428, -23.489)  -0.04
O (6.799, -8.963, -22.483)  -0.10
H (5.235, -6.857, -21.951)  0.07
H (6.444, -5.685, -22.547)  0.09
H (6.926, -6.685, -21.242)  0.07
H (6.228, -7.754, -24.053)  0.13
H (8.407, -6.503, -24.062)  0.08
H (8.732, -8.192, -24.148)  0.06
H (8.935, -7.387, -22.590)  0.08
H (5.883, -9.214, -22.305)  0.04
C (7.880, -3.802, -20.370)  -0.04
C (7.551, -4.482, -19.057)  -0.45
C (7.063, -3.491, -17.983)  -0.05
O (6.405, -5.325, -19.257)  -0.09
H (6.977, -3.634, -20.957)  0.08
H (8.655, -4.319, -20.934)  0.07
H (8.266, -2.820, -20.094)  0.08
H (8.398, -5.073, -18.704)  0.12
H (6.160, -2.967, -18.300)  0.09
H (7.820, -2.711, -17.869)  0.07
H (6.831, -3.907, -17.003)  0.08
H (6.327, -5.913, -18.501)  0.09
C (10.828, -7.876, -27.834)  -0.06
C (10.272, -6.632, -27.153)  -0.51
C (10.968, -6.338, -25.865)  -0.07
O (10.484, -5.504, -28.002)  -0.06
H (11.852, -7.766, -28.193)  0.08
H (10.225, -8.103, -28.716)  0.07
H (10.842, -8.713, -27.135)  0.08
H (9.186, -6.682, -27.048)  0.13
H (11.061, -7.235, -25.251)  0.08
H (10.473, -5.494, -25.384)  0.08
H (12.016, -6.038, -25.940)  0.09
H (10.046, -5.718, -28.831)  0.08
C (8.823, -11.649, -22.461)  -0.17
O (8.797, -10.615, -23.434)  -0.14
H (9.408, -12.497, -22.821)  0.07
H (9.367, -11.284, -21.586)  0.07
H (7.880, -12.110, -22.162)  0.07
H (8.135, -9.972, -23.140)  0.01
C (2.808, -4.951, -20.956)  -0.18
O (4.062, -4.355, -21.094)  -0.12
H (2.790, -5.860, -21.566)  0.06
H (2.561, -5.229, -19.929)  0.08
H (1.987, -4.340, -21.333)  0.08
H (4.622, -4.767, -20.429)  0.04
C (3.385, -9.248, -22.680)  -0.13
O (4.192, -9.558, -21.561)  -0.13
H (3.894, -9.637, -23.567)  0.07
H (2.384, -9.676, -22.629)  0.09
H (3.371, -8.174, -22.861)  0.07
H (4.083, -10.475, -21.298)  0.10
C (10.568, -7.265, -19.597)  -0.20
O (11.588, -6.552, -19.012)  -0.10
H (10.664, -7.165, -20.683)  0.08
H (10.586, -8.343, -19.437)  0.08
H (9.632, -6.848, -19.215)  0.06
H (11.558, -5.665, -19.376)  0.08
C (6.927, -9.220, -19.359)  -0.13
O (6.974, -9.708, -17.991)  -0.13
H (6.376, -10.006, -19.877)  0.07
H (6.297, -8.339, -19.476)  0.06
H (7.925, -8.997, -19.733)  0.07
H (7.777, -10.228, -17.903)  0.06